[1]
Below is a 13-piece molecular cluster, C52H143N13O13 overall at a distorted geometry, with properties calculated with ωB97M-V/def2-TZVPD.

Geometry as XYZ:
```
221
Properties=species:S:1:pos:R:3
C -0.3050 5.1973 2.9375
C 0.3853 4.1025 3.7897
C 1.8932 4.1106 3.5852
O 2.2476 3.3161 2.4583
C 3.5914 2.9065 2.4824
N -0.1771 4.2357 5.1651
H -1.3455 5.3516 3.2198
H -0.2128 5.0915 1.8575
H 0.2197 6.1097 3.2355
H 0.0548 3.1105 3.4666
H 2.4196 3.6970 4.4557
H 2.3330 5.0969 3.3990
H 3.7507 2.2682 3.3585
H 4.2831 3.7565 2.5027
H 3.8472 2.3465 1.5834
H -1.1318 3.9490 4.9517
H 0.1146 3.3867 5.6525
C -0.3509 -0.6636 4.9254
C -0.9349 0.6365 5.5128
C -1.8147 1.3738 4.5616
O -2.4361 2.5149 5.1277
C -3.3789 3.1330 4.2866
N -1.7802 0.1790 6.6193
H 0.3518 -0.3647 4.1367
H -1.1238 -1.2622 4.4494
H 0.2533 -1.1108 5.7095
H -0.0137 1.1737 5.7815
H -2.6328 0.7429 4.1841
H -1.2647 1.6276 3.6444
H -4.1796 2.4253 4.0390
H -2.9368 3.4487 3.3359
H -3.8242 3.9513 4.8472
H -1.2559 -0.3469 7.3103
H -2.2174 0.9186 7.1612
C 1.6198 -1.2486 0.6303
C 0.4673 -0.3428 0.1672
C -0.8383 -0.3418 0.9821
O -1.8670 0.3160 0.2929
C -2.5323 -0.3780 -0.7359
N 1.1277 0.9798 0.1793
H 1.5546 -2.3131 0.3891
H 1.8172 -1.1174 1.6985
H 2.5637 -0.9951 0.1448
H 0.2231 -0.6397 -0.8556
H -0.6054 0.0579 1.9668
H -1.1080 -1.4093 1.0320
H -1.8403 -0.6892 -1.5237
H -3.1696 0.3928 -1.1738
H -3.1456 -1.1731 -0.3007
H 1.5152 1.2098 1.0881
H 0.5363 1.7636 -0.0757
C -2.5976 -4.6154 -2.9145
C -1.8612 -4.9300 -1.6186
C -0.6018 -3.9968 -1.5699
O 0.3074 -4.3880 -0.5821
C 1.0807 -5.5043 -0.9277
N -2.7308 -4.7195 -0.4441
H -3.4303 -5.2223 -3.2708
H -1.8567 -4.8357 -3.7005
H -2.8467 -3.5635 -3.0764
H -1.4551 -5.9306 -1.7786
H -0.8713 -2.9375 -1.5174
H -0.1221 -4.0609 -2.5593
H 1.5530 -5.3446 -1.9077
H 0.5456 -6.4551 -0.9745
H 1.9386 -5.6007 -0.2623
H -2.3938 -5.3979 0.2356
H -2.3924 -3.8251 -0.0954
C 4.0429 -2.0775 3.4019
C 3.2097 -3.2073 3.9525
C 4.0235 -4.5085 4.0139
O 4.3357 -4.9466 2.6967
C 5.1042 -6.1185 2.7355
N 2.6689 -2.6892 5.2009
H 3.6058 -1.0812 3.3692
H 4.3875 -2.3060 2.3875
H 4.9761 -1.9698 3.9709
H 2.3844 -3.3346 3.2480
H 3.4566 -5.2617 4.5694
H 4.9908 -4.3367 4.5015
H 6.0142 -5.9497 3.3291
H 5.4294 -6.3973 1.7360
H 4.6436 -6.9872 3.2198
H 1.9673 -3.2545 5.6644
H 3.3812 -2.4721 5.8877
C 8.1937 1.5762 -0.6869
C 7.2136 0.3985 -0.6312
C 5.7328 0.8638 -0.6002
O 5.3822 1.5549 -1.7941
C 4.6155 0.7952 -2.6987
N 7.5369 -0.4717 -1.7642
H 9.1984 1.1770 -0.5727
H 7.9807 2.2825 0.1177
H 8.0295 2.1070 -1.6243
H 7.3752 -0.2238 0.2569
H 5.6480 1.5958 0.2097
H 5.0624 0.0320 -0.3687
H 5.2729 0.0918 -3.2162
H 4.1777 1.4317 -3.4698
H 3.8082 0.2253 -2.2249
H 6.7490 -1.0019 -2.1413
H 7.7465 0.1343 -2.5579
C -1.0979 -3.6515 3.0463
C -1.1509 -4.8285 4.0013
C -2.0539 -5.9547 3.4568
O -1.7065 -6.3004 2.1341
C -2.0679 -7.6237 1.8212
N 0.2035 -5.2641 4.3148
H -2.0867 -3.3065 2.7460
H -0.5030 -3.9964 2.1905
H -0.4803 -2.8151 3.3767
H -1.6187 -4.5231 4.9417
H -3.0576 -5.5124 3.3553
H -2.1159 -6.8000 4.1474
H -1.6053 -8.3336 2.5090
H -1.8656 -7.9099 0.7874
H -3.1584 -7.7635 1.8363
H 0.2116 -5.8396 5.1504
H 0.6118 -5.8632 3.6030
C 1.1958 3.5160 -7.1305
C 0.8677 4.2398 -5.8270
C 1.7430 3.6937 -4.6697
O 1.7071 2.2697 -4.6426
C 0.6794 1.7556 -3.7972
N 1.0906 5.6629 -6.0169
H 2.2573 3.5488 -7.3880
H 0.7430 4.0230 -7.9871
H 0.8389 2.4893 -7.0968
H -0.1515 4.0344 -5.4936
H 1.3505 4.1688 -3.7639
H 2.8130 3.9131 -4.6874
H -0.2773 2.1199 -4.1748
H 0.8014 2.0492 -2.7503
H 0.6936 0.6676 -3.8002
H 1.1159 6.1755 -5.1401
H 2.0018 5.8262 -6.4316
C -5.6488 -5.2688 2.2183
C -6.3293 -4.0152 1.6956
C -7.4276 -3.5229 2.6422
O -8.3415 -4.5345 3.0564
C -9.3133 -4.8312 2.0812
N -5.4043 -2.8947 1.4683
H -4.7243 -5.4437 1.6564
H -6.2671 -6.1621 2.1234
H -5.2826 -5.2367 3.2499
H -6.7627 -4.2266 0.7143
H -8.0817 -2.7882 2.1634
H -6.9276 -3.0281 3.4771
H -9.6842 -3.9487 1.5446
H -10.1662 -5.2485 2.6136
H -8.8927 -5.5101 1.3329
H -4.7236 -3.1604 0.7583
H -4.8171 -2.8763 2.3058
C -3.1150 2.7610 -4.1336
C -3.8738 1.9359 -5.1476
C -4.8127 2.6752 -6.0818
O -5.7910 3.4385 -5.3790
C -6.8751 3.7666 -6.1914
N -3.0092 1.0108 -5.9213
H -2.6357 2.0644 -3.4391
H -3.7984 3.3218 -3.4948
H -2.3423 3.4191 -4.5380
H -4.4680 1.2845 -4.4976
H -5.3161 1.9424 -6.7243
H -4.3188 3.3847 -6.7596
H -6.6311 4.5542 -6.9252
H -7.6260 4.3079 -5.6135
H -7.3603 2.9937 -6.7928
H -2.2788 1.5631 -6.3761
H -3.5689 0.7621 -6.7373
C 6.7311 -3.3410 -6.0189
C 6.7864 -2.6413 -4.6747
C 5.5542 -3.0771 -3.8683
O 5.4320 -2.3637 -2.6679
C 4.5695 -2.9305 -1.7306
N 7.9814 -3.0691 -3.9393
H 5.8797 -3.0603 -6.6449
H 6.6921 -4.4282 -5.9478
H 7.5961 -3.0156 -6.6029
H 6.8559 -1.5584 -4.8378
H 5.6809 -4.1614 -3.7625
H 4.6217 -2.9287 -4.4311
H 5.0103 -3.7274 -1.1124
H 3.7478 -3.4094 -2.2792
H 4.2093 -2.2330 -0.9743
H 8.8135 -2.8835 -4.4921
H 8.0570 -2.4168 -3.1571
C 2.2193 8.5116 1.0695
C 1.7656 8.3733 -0.3944
C 1.0596 7.0542 -0.6469
O 2.0067 6.0192 -0.4499
C 1.4936 4.7386 -0.7860
N 0.8978 9.5120 -0.7016
H 2.3731 9.5625 1.3161
H 3.1097 7.8832 1.1166
H 1.5044 8.2039 1.8351
H 2.6563 8.3801 -1.0344
H 0.5906 6.9616 -1.6336
H 0.3071 6.9194 0.1416
H 0.6841 4.3855 -0.1419
H 2.3110 4.0269 -0.7102
H 1.1237 4.8058 -1.8105
H 0.3850 9.3847 -1.5646
H 1.3776 10.3977 -0.7100
C -2.9908 3.9492 -0.1572
C -4.3823 3.3314 -0.2766
C -4.6291 2.2838 0.8107
O -5.8628 1.6204 0.6984
C -5.8095 0.3517 1.3524
N -5.4460 4.3527 -0.2593
H -2.8844 4.4827 0.7947
H -2.8548 4.7393 -0.8938
H -2.3334 3.0781 -0.1292
H -4.4754 2.8156 -1.2381
H -4.6716 2.8343 1.7646
H -3.7585 1.6218 0.8417
H -6.8466 0.0308 1.4081
H -5.3243 0.4687 2.3248
H -5.2803 -0.4346 0.8131
H -5.0648 5.2078 0.1545
H -6.1399 4.2108 0.4760
```

Properties
Net charge: 0
Relative energy (zero: lowest compared OMol25 entry of this formula, charge and spin) in kcal per mole: 72.40
Energy in eV: -102222.96804

Atomic partial charges in e from the Mulliken method, atoms 1 to 5: number 1, C, carries -1.30; number 2, C, carries 2.33; number 3, C, carries -1.10; number 4, O, carries 0.15; number 5, C, carries -0.87

---

[2]
Below is a 14-piece molecular cluster, C52H144N12O16 overall at a distorted geometry, with properties calculated with ωB97M-V/def2-TZVPD.

Geometry as XYZ:
```
224
Properties=species:S:1:pos:R:3
C 4.9562 -1.6824 -0.5665
C 5.6545 -1.2126 -1.8451
C 4.9055 -0.1020 -2.5500
O 5.5457 0.2117 -3.7547
C 4.8789 1.2547 -4.4226
N 7.0933 -0.8983 -1.6922
H 4.7647 -0.8418 0.1693
H 5.7220 -2.3303 -0.0634
H 4.0004 -2.1834 -0.7682
H 5.6507 -1.9724 -2.6490
H 4.8162 0.8266 -1.9654
H 3.8948 -0.4051 -2.7543
H 4.6795 2.0361 -3.6710
H 3.8667 0.8675 -4.7542
H 5.5222 1.5799 -5.2485
H 7.3934 -0.6823 -2.6212
H 7.1337 -0.1596 -0.9832
C -7.0245 1.1011 -5.0867
C -6.2403 0.8122 -3.8076
C -4.9081 1.4705 -3.8918
O -3.9320 0.7494 -4.6255
C -3.2734 -0.1521 -3.7524
N -7.0422 1.1628 -2.6584
H -7.3966 2.1342 -5.0310
H -7.9076 0.4424 -5.2049
H -6.3653 0.9499 -5.9652
H -5.9804 -0.2589 -3.7112
H -4.5301 1.7317 -2.9133
H -4.9660 2.3836 -4.5372
H -2.3045 -0.5029 -4.1531
H -3.8287 -1.0489 -3.4939
H -3.1788 0.3737 -2.7887
H -7.2849 0.3477 -2.1658
H -7.8445 1.6559 -3.0789
C 2.4665 -2.1415 3.9259
C 1.0607 -2.6625 4.2516
C 0.7349 -2.8476 5.6891
O 1.6837 -3.7226 6.3014
C 1.4384 -3.8126 7.6867
N -0.0623 -1.8267 3.7098
H 2.4854 -1.9819 2.8045
H 3.2240 -2.8618 4.1942
H 2.6466 -1.1791 4.3450
H 1.0306 -3.6329 3.8110
H -0.2485 -3.2864 5.6551
H 0.7400 -1.9107 6.2680
H 1.2488 -2.8165 8.1154
H 2.2609 -4.2758 8.2206
H 0.4965 -4.3807 7.9341
H 0.1232 -0.8322 3.8647
H -0.2895 -1.8835 2.7306
C -0.7513 -5.3072 0.5665
C -0.0686 -4.9345 1.8785
C -0.3536 -5.9365 2.9839
O -1.7518 -6.2207 2.9635
C -2.1787 -7.0556 3.9433
N 1.3681 -4.7799 1.8380
H -0.4351 -6.2991 0.2501
H -0.4352 -4.6582 -0.2707
H -1.7867 -5.3128 0.6673
H -0.6565 -4.0838 2.2242
H -0.1273 -5.5695 3.9967
H 0.2001 -6.8890 2.8132
H -3.1428 -7.2906 3.6700
H -2.2117 -6.5423 4.9443
H -1.4635 -7.9725 3.9861
H 1.8091 -5.5220 1.2987
H 1.7339 -3.8967 1.5503
C 5.0448 3.3042 2.2197
C 4.1647 2.8617 1.0833
C 4.7876 3.0655 -0.3161
O 4.7505 4.4443 -0.5671
C 5.5450 4.8869 -1.6399
N 3.8932 1.3936 1.2693
H 5.4762 4.1783 1.8583
H 5.7671 2.5416 2.5321
H 4.4479 3.4493 3.1337
H 3.2565 3.4544 1.0818
H 4.2760 2.4949 -1.0785
H 5.7995 2.7583 -0.3307
H 6.5953 4.5129 -1.6257
H 5.5061 5.9250 -1.6321
H 5.1677 4.5479 -2.5809
H 3.8323 1.1527 2.2740
H 3.0091 1.1343 0.8256
C -4.8280 0.1133 0.3166
C -4.9120 -1.3054 -0.2179
C -4.6872 -2.3448 0.7840
O -3.5410 -2.0159 1.5905
C -3.3217 -2.9165 2.6352
N -6.2235 -1.5338 -0.8917
H -4.4173 0.8109 -0.3988
H -4.2802 0.0828 1.2370
H -5.8129 0.5830 0.5726
H -4.1366 -1.3840 -1.0502
H -4.5294 -3.3449 0.3384
H -5.5209 -2.3526 1.4836
H -4.2169 -2.8622 3.2956
H -2.3621 -2.5090 3.0608
H -3.1227 -3.9840 2.2722
H -6.9073 -2.0446 -0.2603
H -6.0948 -2.1907 -1.6226
C 2.7233 4.7301 -4.0771
C 1.4690 5.2446 -4.8302
C 1.7024 5.1676 -6.3298
O 2.5474 6.1888 -6.7984
C 2.7918 6.1750 -8.1723
N 0.1940 4.5490 -4.4917
H 2.6667 4.7389 -2.9893
H 3.5556 5.3636 -4.2951
H 2.9988 3.7414 -4.3959
H 1.3940 6.3413 -4.5978
H 0.6856 5.3564 -6.7337
H 1.9727 4.1415 -6.6071
H 3.5565 6.9094 -8.3210
H 1.8996 6.4562 -8.7795
H 3.0599 5.1714 -8.6840
H 0.0328 4.4845 -3.4757
H -0.6520 5.0280 -4.7813
C 4.3235 -0.2656 8.1171
C 3.5182 1.0324 8.1190
C 2.1620 0.9498 7.4998
O 2.1572 0.9910 6.0751
C 2.3878 2.3811 5.6317
N 3.5790 1.6173 9.4456
H 3.8713 -0.8922 8.9293
H 5.3101 0.0812 8.5936
H 4.2721 -0.7775 7.2053
H 4.0792 1.7320 7.5559
H 1.5517 1.7875 7.8227
H 1.6961 -0.0415 7.7831
H 3.3349 2.7605 6.0377
H 1.4695 2.9368 6.0788
H 2.3879 2.2688 4.5910
H 3.1740 2.5587 9.4624
H 3.2051 1.0632 10.2254
C 3.2878 -3.9718 -3.3054
C 2.6079 -2.9200 -4.0977
C 3.4802 -2.5099 -5.3076
O 2.9291 -1.3769 -5.9552
C 3.6013 -1.1830 -7.1794
N 1.1731 -3.4380 -4.4256
H 2.8815 -3.9947 -2.3334
H 4.3052 -3.7219 -3.1703
H 3.2488 -4.9245 -3.8945
H 2.4990 -2.0585 -3.4665
H 3.4550 -3.4414 -5.9220
H 4.5159 -2.2868 -4.9710
H 3.3321 -0.1658 -7.5012
H 3.4067 -1.9834 -7.8653
H 4.6580 -1.2681 -6.9437
H 0.7952 -2.8411 -5.1393
H 1.2659 -4.3195 -4.8970
C -0.4813 0.6572 0.8575
C -0.3601 -0.4399 -0.1881
C 1.0055 -0.2621 -0.9329
O 1.2895 1.0780 -1.1499
C 0.9733 1.5284 -2.4391
N -0.5267 -1.7540 0.2459
H -1.2899 0.5654 1.6328
H -0.5624 1.5702 0.3135
H 0.4808 0.6876 1.3814
H -1.1688 -0.1611 -0.9272
H 0.9993 -0.8877 -1.9090
H 1.8469 -0.7628 -0.3938
H 1.3050 2.5746 -2.5695
H -0.1247 1.5435 -2.6513
H 1.3786 0.8366 -3.2678
H -1.4052 -1.9866 0.6323
H -0.3367 -2.3443 -0.5493
C -2.6120 2.3298 7.1071
C -1.9085 0.9670 6.9861
C -2.9242 -0.1340 6.9343
O -2.1588 -1.3231 7.0635
C -2.7389 -2.5195 6.5301
N -1.0435 1.0817 5.7753
H -1.8905 3.1157 7.2513
H -3.2919 2.2606 7.9507
H -3.1820 2.6476 6.2752
H -1.3428 0.7789 7.8801
H -3.5160 -0.0919 6.0078
H -3.7148 -0.1908 7.6929
H -2.4301 -3.2857 7.1776
H -2.4395 -2.7714 5.5123
H -3.7817 -2.4612 6.6166
H -1.6717 1.3651 5.0204
H -0.6330 0.1652 5.4518
C -6.1307 5.0771 1.0789
C -5.6281 4.5539 -0.2659
C -4.1386 4.2032 -0.2316
O -3.7631 3.6635 -1.4545
C -2.3862 3.6456 -1.6137
N -6.4147 3.4109 -0.5753
H -7.1331 5.4312 1.1109
H -5.5869 5.9766 1.4599
H -6.0519 4.2409 1.7881
H -5.7101 5.3842 -0.9840
H -3.8001 3.5883 0.6516
H -3.6794 5.1872 -0.1063
H -2.0601 2.6164 -1.6403
H -1.9276 4.2177 -0.7136
H -2.1453 4.1680 -2.5806
H -7.3815 3.6312 -0.8276
H -6.1063 2.9371 -1.4344
C -2.7044 -4.0933 -2.1853
C -1.8170 -2.8913 -2.6969
O -0.5439 -3.0990 -2.2404
O -4.0922 -3.7926 -2.4929
H -2.5034 -4.2666 -1.1509
H -2.3612 -4.9922 -2.7808
H -2.2489 -2.0195 -2.2660
H -1.8791 -2.8390 -3.7942
H 0.0088 -3.2669 -3.0323
H -4.6438 -4.5428 -2.2605
C -0.8094 -0.2689 -5.9174
C -0.8872 1.1903 -5.5944
O 0.4202 1.7143 -5.7220
O 0.0074 -0.9681 -4.9729
H -0.3815 -0.4702 -6.9049
H -1.8071 -0.7047 -5.8228
H -1.3172 1.3928 -4.5696
H -1.5659 1.7747 -6.2839
H 0.4036 2.5216 -5.1881
H 0.8389 -0.4952 -5.0008
```

Properties
Net charge: 0
Relative energy (zero: lowest compared OMol25 entry of this formula, charge and spin) in kcal per mole: 30.68
Energy in eV: -106890.52222

Atomic partial charges in e from the Mulliken method, atoms 1 to 5: number 1, C, carries -0.78; number 2, C, carries 0.12; number 3, C, carries 2.15; number 4, O, carries -0.54; number 5, C, carries -0.07

---

energy of number 2 (C52H144N12O16)?
-106890.52222 eV